Below is a 10-piece molecular cluster, C13H44NO13 overall, with properties calculated with wB97M-V/def2-TZVPD.

Geometry as XYZ:
```
71
Properties=species:S:1:pos:R:3
C 0.02739 2.31629 1.98843
C -1.14900 2.64978 1.07020
C -1.16809 2.02291 -0.35451
C -2.57431 1.43461 -0.65282
C -2.71083 -0.07659 -0.58640
C -2.40293 -0.65145 0.80093
O -4.05445 -0.31618 -1.00069
C 0.01296 1.13012 -0.75983
C 0.97551 1.96802 -1.63584
C 2.27621 2.46644 -0.95275
O 3.34088 1.55292 -1.09171
C 3.20954 0.38573 -0.35575
O 2.45789 -0.53323 -1.10996
C 2.16050 -1.73459 -0.40366
C 3.07820 -2.85350 -0.87633
O 2.94245 -4.00477 -0.07982
C 0.11808 3.11209 -2.00987
N -0.96239 3.14273 -1.33112
H 0.27098 1.25779 1.99804
H -0.25426 2.57550 3.00716
H 0.91121 2.90791 1.76368
H -1.18207 3.73424 0.95635
H -2.06594 2.38110 1.58559
H -3.30128 1.85041 0.03632
H -2.88366 1.72645 -1.65955
H -2.06197 -0.57046 -1.30684
H -2.14362 0.12095 1.52291
H -1.57458 -1.35335 0.73852
H -3.25694 -1.19738 1.19497
H -4.40181 -1.08955 -0.54428
H 0.51075 0.64893 0.07162
H -0.32236 0.30159 -1.37600
H 1.29510 1.43218 -2.52771
H 2.06707 2.67766 0.09626
H 2.60199 3.38950 -1.41936
H 2.70685 0.59642 0.59802
H 4.20977 -0.00266 -0.15643
H 2.20529 -1.60740 0.67950
H 1.13463 -1.99646 -0.65601
H 2.79349 -3.11109 -1.89451
H 4.10547 -2.47732 -0.91541
H 2.93589 -3.74138 0.84268
H 0.32700 3.86782 -2.75169
H -1.63770 3.88588 -1.47083
O -5.57505 2.22621 1.32475
H -5.47029 1.87447 0.43361
H -6.17528 2.97143 1.22287
O 2.15702 5.30107 -2.59653
H 2.41144 5.00394 -3.48337
H 1.71444 6.14503 -2.73465
O 1.48080 -4.51018 2.54673
H 0.77061 -5.13346 2.35827
H 2.25063 -5.07561 2.68265
O -5.70502 -2.69453 -1.31004
H -5.64400 -2.08853 -2.05641
H -5.78938 -3.56474 -1.71040
O 1.99941 -0.63530 2.92664
H 2.91566 -0.38417 2.77102
H 2.04832 -1.55247 3.22011
O -0.82611 -3.07980 -1.87837
H -0.34429 -3.78325 -1.42825
H -0.30960 -2.91043 -2.67296
O 2.46840 3.57967 -4.94213
H 2.01342 2.90210 -5.45147
H 3.37557 3.26106 -4.86744
O 2.12722 -5.32066 5.33066
H 1.90257 -4.49141 4.89770
H 1.43984 -5.43616 5.99325
O -1.11183 -3.86038 3.70284
H -0.64780 -3.31270 3.06230
H -2.04356 -3.64974 3.58705
```

Computed properties:
- HOMO energy: -12.343 eV
- Net charge: +1
- Gap between HOMO and LUMO: 0.3355 Ha
- Max |F|: 0.7 eV/Å
- Spin multiplicity: 1
- LUMO energy: -3.2138 eV



Below is a 11-piece molecular cluster, C13H47NO11 overall in a non-equilibrium geometry, with properties calculated with wB97M-V/def2-TZVPD.

Geometry as XYZ:
```
72
Properties=species:S:1:pos:R:3
C -4.07115 -3.79598 5.53352
C -4.71274 -2.77822 4.58451
O -6.02350 -2.56432 5.06321
H -3.11346 -3.99475 5.05249
H -4.64935 -4.71789 5.59569
H -4.09352 -3.48200 6.57709
H -4.70645 -3.24688 3.60043
H -4.18225 -1.83067 4.49047
H -6.58828 -2.28882 4.33745
C 2.86929 -1.63955 -6.88701
C 2.73363 -2.85431 -6.00882
O 2.96811 -2.52742 -4.62634
H 3.91051 -1.32188 -6.94205
H 2.28379 -0.81336 -6.48367
H 2.46364 -1.86580 -7.87309
H 3.37155 -3.68375 -6.31405
H 1.72377 -3.26272 -6.04728
H 2.27924 -1.94520 -4.29758
O -3.83716 -6.90513 0.59413
H -4.09594 -7.39387 -0.18715
H -4.29996 -7.33742 1.31188
O 4.61006 -4.89505 -0.18953
H 4.15243 -4.47323 0.53769
H 4.14534 -4.59623 -0.97118
O 1.81036 -6.30467 4.16989
H 1.94639 -5.94940 5.04825
H 1.33344 -5.61762 3.70433
O 4.24986 -1.21982 1.64618
H 5.04986 -0.81416 1.31200
H 3.54307 -0.78594 1.16823
O -0.44365 -3.50945 1.36338
H -1.11699 -4.06592 0.97199
H -0.26107 -2.84811 0.69590
O -0.21803 -0.53881 -2.24890
H -1.07218 -0.96842 -2.20315
H -0.42186 0.39407 -2.31545
O -1.06873 -6.89094 -3.21315
H -0.43582 -7.42311 -3.69528
H -1.86288 -7.42481 -3.18991
O -3.39304 -3.45913 -2.19849
H -3.52060 -4.05950 -1.46398
H -2.97076 -3.99126 -2.87284
C 1.71939 6.36401 -1.06767
C 1.59948 4.97021 -0.40608
C 2.29637 5.02368 0.97762
C 1.46654 5.48040 2.18551
C 0.11443 4.72563 2.21338
C -0.70357 4.77778 0.90130
N 0.17416 4.49970 -0.22935
O -0.48635 4.40493 -1.42714
C -1.74710 3.57117 0.96089
C -1.48633 6.11310 0.86382
C 2.32967 3.90403 -1.26095
H 2.75517 6.38593 -1.40644
H 0.90516 6.58499 -1.75781
H 1.71263 7.09801 -0.26187
H 2.79927 4.10837 1.28975
H 3.07333 5.78285 0.88766
H 2.01015 5.08348 3.04285
H 1.45544 6.56272 2.31425
H -0.37489 5.06170 3.12756
H 0.46476 3.70566 2.37157
H -1.26167 2.60211 1.07655
H -2.33813 3.52182 0.04637
H -2.44522 3.76885 1.77431
H -0.98451 6.98354 0.44118
H -1.81134 6.41979 1.85801
H -2.46782 6.01250 0.40051
H 2.15307 2.93041 -0.80381
H 1.89038 3.90295 -2.25850
H 3.41274 4.02628 -1.25097
H -0.51024 5.31484 -1.73229
```

Computed properties:
- Structure (SMILES): CC1(C)CCCC(C)(C)N1O.CCO.CCO.O.O.O.O.O.O.O.O
- HOMO energy: -8.253 eV
- Gap between HOMO and LUMO: 0.3031 Ha
- Max |F|: 2.6 eV/Å
- Spin multiplicity: 1
- LUMO energy: -0.0057 eV



Below is C13H48HgN2O16 as an isolated structure in a non-equilibrium geometry, with properties calculated with wB97M-V/def2-TZVPD.

Geometry as XYZ:
```
80
Properties=species:S:1:pos:R:3
Hg 3.42370 -1.65463 -1.21212
C 4.13321 2.23943 1.04041
C 4.40869 0.80400 0.61648
O 4.49749 0.48914 -0.76223
H 5.05708 2.76129 0.79094
H 3.89238 2.28530 2.10248
H 3.34634 2.70861 0.44982
H 3.49546 0.23153 0.77887
H 5.24149 0.33441 1.13996
C 0.43468 0.62494 0.41950
C 0.34287 -0.83007 -0.03493
O 1.15794 -1.06256 -1.15153
H -0.12280 0.76536 1.34556
H 0.05353 1.35776 -0.29168
H 1.45551 0.90745 0.67680
H -0.71710 -1.04131 -0.17622
H 0.74744 -1.52971 0.69645
C -0.49035 -3.63704 3.97560
C -0.58262 -2.12670 3.67508
O 0.19801 -1.35410 4.52836
O 0.79041 -4.13585 3.88643
H -1.21560 -4.21259 3.40039
H -0.84881 -3.77111 4.99620
H -1.63590 -1.87872 3.80625
H -0.28045 -1.72109 2.70954
H 1.11879 -1.39283 4.25956
H 0.71980 -5.01860 3.51581
C -2.48390 -2.60390 -2.14078
C -3.47009 -2.44912 -3.28940
O -4.31207 -3.63841 -3.25421
O -2.16841 -3.97248 -1.80953
H -3.06367 -2.12918 -1.34922
H -1.53813 -2.10366 -2.34910
H -2.92720 -2.55726 -4.22839
H -4.11965 -1.57976 -3.18754
H -3.71388 -4.38109 -3.14385
H -1.30183 -3.88818 -1.40514
C 0.01206 2.45386 4.93426
C 0.68443 2.73334 3.60215
O 1.94484 3.33447 3.67121
O -1.11148 3.31542 5.07638
H 0.58637 2.70263 5.82666
H -0.21830 1.38965 4.98439
H 0.02638 3.26439 2.91436
H 0.91102 1.82142 3.04975
H 2.22624 3.65033 2.80943
H -0.88975 4.21586 5.32470
C -0.89624 1.51333 -3.37260
C -0.92910 1.30513 -4.92587
O -1.06653 -0.06138 -5.25804
O 0.43969 1.30092 -2.82457
H -1.70587 1.01409 -2.84032
H -1.10090 2.57491 -3.23377
H -0.04684 1.73506 -5.40007
H -1.70052 1.87522 -5.44357
H -0.40718 -0.59914 -4.81345
H 0.53680 0.69373 -2.08734
C -3.94358 1.65085 -0.84114
O -4.34780 1.15931 -1.89596
N -3.31270 0.95545 0.02765
N -4.21850 2.86426 -0.46054
H -3.23873 1.31308 0.96932
H -3.05267 0.02885 -0.27875
H -3.82813 3.14512 0.42761
H -4.71350 3.52848 -1.03836
O 2.89290 2.33158 -2.46576
H 1.97890 2.24668 -2.19440
H 3.39730 2.07971 -1.69221
O 0.64717 -1.62398 -4.00702
H 1.31486 -2.29469 -3.86364
H 0.64589 -1.11012 -3.19945
O 0.32673 -4.02961 -0.90468
H 0.56698 -3.19690 -0.49835
H 0.85931 -4.07158 -1.69893
O 0.40513 4.13738 -0.81500
H 0.98282 4.23500 -0.05805
H -0.47528 4.09760 -0.44144
O 3.27000 -2.82604 0.94837
H 2.92598 -2.46027 1.76330
H 4.09944 -3.23267 1.19915
```

Computed properties:
- HOMO energy: -8.967 eV
- Gap between HOMO and LUMO: 0.1927 Ha
- Max |F|: 5.2 eV/Å
- Spin multiplicity: 1
- LUMO energy: -3.7224 eV